[1]
Density functional theory data (ωB97M-V with the def2-TZVPD basis set) for a molecular structure, C36H46ClF9O2P4Re at a distorted geometry.

Output
Frontier orbital gap (spin up / spin down) in eV: 7.60 / 3.88
Net charge: +2
2S+1: 4
⟨S²⟩: 3.782

Atoms and positions in Å:
Re: -0.15 -0.08 2.50
Cl: -2.22 -1.14 3.09
P: 1.09 -2.14 2.63
P: 3.72 1.95 0.36
P: -1.62 -0.94 -3.66
P: -1.32 2.00 2.52
F: 0.20 -2.22 6.99
F: 1.35 -0.69 8.07
F: 2.07 -1.44 6.14
F: -2.01 -0.89 6.16
F: -1.86 1.22 6.70
F: 0.72 1.85 7.65
F: -1.17 -0.29 8.11
F: 0.65 2.37 5.52
F: 2.32 1.19 6.27
O: 0.06 -0.06 4.73
O: 1.85 -0.25 -1.07
C: 4.44 2.70 1.81
C: -1.23 0.03 6.78
C: -0.35 3.53 2.35
C: -1.30 1.80 -3.90
C: -1.39 -2.95 -5.69
C: 1.69 0.91 2.12
C: -2.18 2.35 4.08
C: 1.23 -3.59 -4.92
C: 0.06 0.22 0.48
C: 2.85 -1.94 3.01
C: -3.35 -1.05 -4.28
C: 0.95 -1.09 6.83
C: -1.02 0.57 -4.51
C: 1.21 0.78 -0.26
C: -0.91 3.00 -4.50
C: -6.00 -1.40 -5.13
C: 0.51 -2.62 -4.21
C: -0.67 -3.93 -6.38
C: 0.63 -4.25 -6.00
C: -3.87 -0.26 -5.32
C: 2.15 1.20 0.86
C: -0.21 2.97 -5.72
C: 3.42 3.18 -0.91
C: -0.88 -0.65 0.69
C: 4.80 0.70 -0.33
C: -2.73 2.12 1.39
C: -4.18 -1.99 -3.65
C: 0.48 -3.23 3.95
C: 0.09 1.75 -6.33
C: 1.02 -3.23 1.20
C: -0.31 0.55 -5.72
C: 0.18 0.07 6.07
C: -5.50 -2.17 -4.07
C: -5.19 -0.45 -5.75
C: -0.79 -2.27 -4.61
C: 0.98 1.38 6.40
H: 0.63 1.73 -7.27
H: -5.57 0.16 -6.57
H: 4.38 3.64 -1.20
H: 1.19 -5.02 -6.54
H: 3.75 3.45 2.22
H: 3.36 -1.46 2.16
H: -1.15 3.95 -4.02
H: 5.74 1.18 -0.66
H: -3.39 1.25 1.56
H: -1.46 2.56 4.87
H: -1.67 -1.18 0.18
H: -3.24 0.49 -5.80
H: 3.29 -2.93 3.18
H: -2.39 2.12 0.35
H: -2.81 3.23 3.91
H: 0.60 -2.78 4.94
H: -0.03 -3.48 0.99
H: -1.03 4.39 2.46
H: 2.97 -1.32 3.91
H: -1.84 1.82 -2.95
H: -2.79 1.49 4.37
H: -3.26 3.05 1.62
H: -0.06 -0.40 -6.20
H: 1.06 -4.16 3.90
H: 5.03 -0.05 0.43
H: 0.10 3.91 -6.19
H: 2.75 3.97 -0.53
H: -7.03 -1.53 -5.46
H: 2.31 1.21 2.97
H: -2.41 -2.72 -5.98
H: 0.14 3.57 1.37
H: 0.96 -2.12 -3.35
H: -6.13 -2.91 -3.59
H: 4.32 0.21 -1.18
H: -3.79 -2.58 -2.81
H: -0.58 -3.44 3.77
H: 1.59 -4.14 1.44
H: 2.96 2.72 -1.80
H: -1.14 -4.45 -7.22
H: 0.90 1.64 -0.88
H: 1.33 -0.37 -1.89
H: 4.64 1.92 2.56
H: 1.46 -2.73 0.32
H: 2.25 -3.83 -4.62
H: 0.41 3.56 3.13
H: 5.38 3.18 1.52

***

[2]
Density functional theory data (ωB97M-V with the def2-TZVPD basis set) for a single C4H3ClOS molecule at a distorted geometry.

Output
Energy relative to the best compared isomer or geometry (same formula, charge and spin) in kcal per mole: 18.29
Frontier orbital gap (spin up / spin down) in eV: 7.27 / 8.46
2S+1: 3
⟨S²⟩: 2.015

Atoms and positions in Å:
Cl: -2.06 -2.30 0.02
S: 0.28 1.93 -0.05
O: -2.39 1.87 0.06
C: -1.32 1.46 0.15
C: 1.15 0.29 0.02
C: 0.40 -1.00 -0.03
C: -0.88 -1.18 0.11
H: 1.89 0.16 -0.76
H: 1.05 -1.75 -0.29
H: 1.89 0.50 0.75

***

Number 1: molar mass 1027.3 g mol⁻¹. Number 2: molar mass 134.6 g mol⁻¹.